(1)
The following is a DFT calculation (ωB97M-V with the def2-TZVPD basis set) of a cluster of 2 separate species, C4H9N2 in total at a distorted geometry.

```
15
Properties=species:S:1:pos:R:3:forces:R:3
C -2.64265 0.11509 0.57511 -0.95 -1.68 -0.45
C -2.99706 -0.49284 -0.42319 0.02 1.08 0.94
C 0.86066 1.43347 -0.47228 -2.45 -0.07 -1.09
C 2.06285 -0.25397 0.57624 -1.65 -4.32 -0.35
N 0.02701 -0.72121 -0.58419 0.50 -0.25 -0.97
N 0.90545 0.18977 -0.15803 -0.09 1.69 -0.26
H -2.50571 0.27138 1.64692 0.12 0.38 -0.90
H 0.03499 1.89263 -1.11235 1.27 -0.96 0.99
H 1.60390 2.01325 -0.01677 0.80 0.99 0.24
H -3.38814 -0.93600 -1.33264 0.31 0.30 0.46
H 1.72107 -0.82632 1.44091 -0.04 0.44 0.30
H 2.43356 -1.06001 -0.07039 0.85 0.46 0.12
H 2.71959 0.49126 0.82364 1.52 1.73 0.30
H 0.08782 -1.66590 -0.29457 0.93 -0.72 0.69
H -0.92333 -0.45060 -0.59842 -1.13 0.94 -0.02
```
Forces are in eV/Å.

Values from the calculation:
net charge	+1
E_LUMO	-4.388	eV
molecular weight	85.1	Da
ΔE to the lowest compared entry with this formula, charge and spin	4.967	eV
HOMO energy	-0.5355	hartree



(2)
The following is a DFT calculation (ωB97M-V with the def2-TZVPD basis set) of a structure of composition C15H26BeNO2P at a distorted geometry.

```
46
Properties=species:S:1:pos:R:3:forces:R:3
C -2.29791 0.54681 -2.95315 -0.06 0.07 0.22
C -1.87693 -0.67779 -2.44511 0.32 0.06 0.47
C -1.28223 -0.78333 -1.15888 -0.79 0.00 -0.81
C -1.13566 0.38313 -0.38750 1.00 0.62 1.20
C -1.35361 1.62640 -1.00887 -0.43 0.04 -0.86
C -2.03369 1.70780 -2.22723 0.44 -0.01 -0.11
C -1.05864 -2.21488 -0.69663 0.16 -0.53 0.00
C 0.31167 -3.00678 -0.55856 -0.19 -0.81 0.40
N 1.56123 -2.70881 -1.17423 0.36 1.40 0.48
Be -0.96884 0.73590 1.42405 0.52 -0.59 -2.45
C -0.78569 2.91214 -0.41205 0.06 0.23 0.55
P 0.62788 2.43101 0.68684 -1.01 0.45 -0.60
H -2.05671 -1.60095 -3.00496 0.08 0.38 0.05
H -2.29922 2.69389 -2.60534 0.02 -0.20 -0.15
H -2.82932 0.59982 -3.90277 0.14 -0.02 0.19
H -1.51580 3.48165 0.16989 -0.07 0.06 -0.06
H -0.34226 3.58177 -1.16634 -0.52 -0.19 -0.03
H -1.51686 -2.33351 0.29402 -0.01 0.07 -0.18
H -1.63029 -2.85855 -1.38420 -0.04 0.38 0.31
H 0.52844 -3.12661 0.51331 -0.15 0.13 -0.25
C 1.16412 3.99322 1.47346 0.25 0.12 -0.02
C 1.76046 2.15384 -0.74733 0.30 -0.25 0.40
H 0.09529 -4.01840 -0.92466 -0.79 -0.19 0.39
C 1.69191 -2.14938 -2.47758 0.08 -0.18 -0.23
C 2.77406 -2.83475 -0.41086 -0.12 0.18 -0.39
H 1.10305 0.28645 1.93809 -0.19 -0.26 0.17
H 2.26931 -2.84323 -3.11882 -0.15 0.34 -0.15
H 0.70735 -1.97546 -2.93034 0.28 -0.04 0.10
H 2.23649 -1.18801 -2.43315 -0.13 -0.12 -0.20
H 3.37365 -3.69770 -0.75102 0.04 0.13 0.21
H 3.39204 -1.92846 -0.53183 0.03 -0.16 0.08
H 2.53952 -2.94939 0.65011 0.12 -0.07 -0.11
H 1.94004 3.10520 -1.27031 -0.01 -0.24 0.24
H 2.70957 1.70466 -0.43377 -0.11 0.13 -0.17
H 1.24578 1.46508 -1.42989 0.17 0.12 0.21
H 1.21819 4.81480 0.74252 -0.10 -0.14 0.33
H 0.47127 4.21853 2.30069 0.20 0.04 -0.41
H 2.16307 3.85891 1.91832 -0.31 0.01 -0.16
H 0.43017 -0.02587 1.96499 0.87 -1.08 0.35
C -1.73051 -0.94659 4.52887 -0.07 -0.11 0.34
C -1.48259 0.15168 3.55210 0.28 0.69 -0.73
O -0.98296 1.26496 3.79038 -0.67 -1.42 -0.38
O -1.76894 -0.21309 2.29665 0.24 0.90 1.59
H -2.57820 -0.71309 5.17815 0.00 -0.02 -0.16
H -0.86647 -1.07560 5.17987 0.03 0.02 -0.06
H -1.92118 -1.84744 3.94304 -0.06 0.03 0.39
```
Forces are in eV/Å.

Values from the calculation:
E_LUMO	0.558	eV
molecular weight	292.4	Da
HOMO energy	-0.2697	hartree



(3)
The following is a DFT calculation (ωB97M-V with the def2-TZVPD basis set) of a cluster of 12 separate species, C52H128N8O18 in total at a distorted geometry.

```
206
Properties=species:S:1:pos:R:3:forces:R:3
C 3.41309 -3.74772 -4.79591 -0.47 0.13 0.24
C 4.59249 -3.33056 -3.92920 0.13 0.21 -0.34
C 4.05479 -2.44846 -2.77481 1.55 -0.70 0.58
N 5.12807 -1.82028 -1.79916 -0.13 0.11 0.24
C 6.03534 -0.81344 -2.52783 -0.24 -0.96 -0.59
C 7.20840 -0.27716 -1.74908 1.58 -0.83 0.96
C 8.07137 -1.36890 -1.00362 -2.37 -1.27 0.18
C 7.08057 -2.42276 -0.21077 0.61 2.30 -0.37
C 5.92284 -2.98906 -1.03375 0.39 0.95 -1.18
C 4.40284 -1.02203 -0.72563 0.04 -0.57 -0.49
H 2.69800 -4.25776 -4.15046 -0.22 -0.15 -0.18
H 3.69342 -4.42391 -5.60354 0.11 0.07 0.13
H 2.90452 -2.88336 -5.22292 0.03 0.04 -0.10
H 5.36006 -2.91781 -4.58384 0.04 0.44 0.27
H 4.99533 -4.26517 -3.53891 0.22 0.17 0.28
H 3.55363 -3.22151 -2.19230 -0.37 0.53 0.57
H 3.36348 -1.65010 -3.04466 0.25 0.08 -0.18
H 6.40350 -1.32383 -3.41781 0.10 -0.22 0.13
H 5.42154 -0.00268 -2.92027 -0.45 -0.08 0.29
H 7.86628 0.18559 -2.48472 -0.07 0.18 -0.09
H 6.98886 0.50285 -1.02005 -0.46 0.01 -0.04
H 8.66541 -1.95158 -1.70768 -0.05 0.05 -0.16
H 8.77096 -0.92782 -0.29361 -0.24 0.06 0.00
H 7.72490 -3.12675 0.31587 -0.40 -0.53 -0.44
H 6.56245 -1.89620 0.59072 0.35 0.31 0.29
H 6.26407 -3.67936 -1.80521 -0.17 0.06 -0.03
H 5.16267 -3.44258 -0.39769 0.13 -0.10 -0.10
H 3.63982 -0.36914 -1.14946 0.10 -0.15 -0.51
H 5.14138 -0.38278 -0.24188 -0.20 -0.40 0.38
H 3.93673 -1.76675 -0.08047 0.17 0.41 0.41
C -3.37289 -8.40679 2.96907 0.12 -0.67 -0.85
C -3.51835 -6.90652 2.86056 0.62 0.75 -0.77
C -2.83213 -6.14007 3.96619 -1.50 0.60 1.09
N -2.56992 -4.62372 3.75388 -0.47 -1.06 -0.08
C -3.83159 -3.94403 3.06249 0.71 0.50 1.22
C -3.71922 -2.38382 3.11549 0.73 -1.32 -0.85
C -3.25018 -1.83780 4.45482 -1.10 0.21 0.42
C -2.12055 -2.55900 5.12740 0.84 0.65 -0.10
C -2.27312 -4.03473 5.18385 -0.90 -0.81 -1.52
C -1.34262 -4.45441 2.87143 -1.08 0.46 1.02
H -3.91851 -8.89674 3.77551 0.22 0.37 0.32
H -2.33554 -8.73983 2.93608 0.08 0.10 0.40
H -3.79629 -8.85170 2.06858 -0.15 0.05 -0.10
H -4.58222 -6.66988 2.84369 0.04 0.22 -0.08
H -3.06465 -6.50701 1.95356 -0.25 -0.55 -0.63
H -1.93260 -6.62380 4.34690 0.11 0.28 -0.15
H -3.62348 -6.17057 4.71514 0.57 0.23 0.83
H -4.74724 -4.24868 3.56931 0.32 -0.27 0.65
H -3.94033 -4.37440 2.06697 0.58 0.34 -0.14
H -4.70665 -1.98814 2.87773 -0.12 0.07 -0.08
H -3.07859 -2.10848 2.27771 0.14 0.23 0.07
H -4.13538 -1.83788 5.09085 -0.03 0.10 0.31
H -2.90084 -0.80728 4.39082 -0.41 0.19 -0.33
H -1.96369 -2.20828 6.14745 -0.22 0.07 0.11
H -1.24222 -2.19070 4.59731 0.55 -0.65 0.03
H -3.16782 -4.29572 5.74909 0.06 -0.01 0.12
H -1.41804 -4.56629 5.60142 -0.01 -0.05 -0.23
H -0.50868 -4.87488 3.43344 0.05 -0.05 -0.27
H -1.25402 -3.36974 2.81029 0.42 -0.27 -0.64
H -1.52630 -4.94021 1.91312 0.14 0.26 0.07
C -3.37813 3.27698 1.60914 0.56 -0.61 0.36
N -4.40500 3.14282 2.71794 0.30 0.02 -0.03
C -4.23568 1.74046 3.33799 -0.80 0.72 -0.32
C -4.03393 4.14816 3.75552 0.64 0.02 0.98
C -5.77012 3.41287 2.06710 0.98 -0.27 1.31
C -6.92366 3.13366 2.97607 -1.35 -0.44 0.90
O -7.03124 3.93389 4.16646 0.34 0.79 -0.83
H -3.53480 4.09558 0.90668 -0.55 0.12 0.41
H -3.36908 2.33674 1.05781 -0.03 0.00 -0.03
H -2.41942 3.45308 2.09696 0.17 -0.11 -0.18
H -4.88329 1.56841 4.19770 -0.22 0.59 -0.05
H -3.21508 1.63923 3.70709 0.13 0.03 -0.50
H -4.55038 1.02332 2.57985 0.38 -0.22 -0.22
H -3.04364 3.85483 4.10389 0.29 0.25 -0.40
H -4.59067 4.10894 4.69179 -0.83 -0.10 -0.60
H -4.00156 5.16183 3.35612 -0.14 -0.20 -0.11
H -5.77796 2.80247 1.16408 -0.30 -0.26 0.04
H -5.73049 4.46368 1.78018 -0.11 0.03 0.07
H -7.05992 2.16034 3.44742 0.80 -0.83 -1.20
H -7.81145 3.26681 2.35784 -0.09 0.13 -0.19
H -7.98344 3.96916 4.28343 -0.07 0.38 0.55
C -0.41436 0.41524 -7.18122 -1.65 -0.06 1.29
N -1.98886 0.42354 -6.80564 1.29 0.12 -3.20
C -2.34342 1.86884 -6.41277 -0.26 -1.23 1.53
C -2.65703 0.14093 -8.20401 -0.04 1.06 1.37
C -2.44011 -0.73686 -5.94015 0.49 0.92 1.38
C -1.57614 -0.96099 -4.71210 1.14 0.62 0.11
O -1.54428 0.18239 -3.85489 -1.91 -1.07 -0.71
H -0.13511 -0.63597 -7.25247 0.04 0.23 -0.36
H 0.15112 0.89049 -6.37968 -0.25 -0.16 0.22
H -0.26965 1.01347 -8.08082 -0.28 -0.38 -0.07
H -1.80508 2.08904 -5.49092 0.44 0.06 -0.32
H -3.37160 1.91841 -6.05433 -0.25 -0.22 -0.55
H -2.17022 2.58675 -7.21446 0.18 -0.42 -0.01
H -3.71172 -0.09382 -8.06046 0.06 0.09 0.20
H -2.18563 -0.70123 -8.71060 0.25 0.36 0.09
H -2.57737 1.12104 -8.67426 0.03 -0.55 -0.70
H -2.49046 -1.65640 -6.52326 0.06 0.25 -0.26
H -3.43100 -0.46057 -5.57974 -0.17 -0.05 -0.25
H -0.53971 -1.15760 -4.98644 0.15 -0.13 -0.41
H -1.87668 -1.89997 -4.24724 -0.49 0.16 0.53
H -0.63453 0.47181 -3.75394 0.90 0.24 0.15
C -6.24134 -3.09199 -2.94082 1.08 0.58 -0.09
N -6.42897 -2.23001 -1.71257 -2.12 -0.91 0.70
C -7.83882 -1.58959 -1.83357 0.26 -0.89 0.60
C -6.39969 -3.15824 -0.42007 -0.02 0.13 -1.54
C -5.36069 -1.17260 -1.54954 -0.03 -0.88 -0.23
C -4.83376 -0.61449 -2.86128 1.38 0.92 0.03
O -5.83445 -0.03390 -3.67587 -1.24 -0.45 0.19
H -5.17878 -3.33343 -2.96839 0.09 -0.06 -0.14
H -6.51441 -2.46726 -3.79126 0.11 -0.13 0.02
H -6.78858 -4.03271 -3.00142 -0.42 0.32 0.73
H -8.05290 -1.05303 -0.90925 0.12 0.01 -0.05
H -8.53036 -2.42496 -1.94325 -0.02 0.01 0.15
H -7.98198 -0.94033 -2.69732 0.77 -0.04 0.08
H -5.49439 -3.76489 -0.39737 0.45 0.57 -0.35
H -7.17031 -3.92176 -0.52626 -0.52 0.54 0.08
H -6.45324 -2.56990 0.49595 -0.29 0.26 -0.21
H -4.61858 -1.75685 -1.00546 0.80 0.59 -0.35
H -5.73489 -0.42718 -0.84781 -0.26 0.20 -0.05
H -4.13242 -1.31519 -3.31432 -0.60 -0.58 -0.49
H -4.14341 0.20864 -2.67693 0.16 0.06 0.94
H -5.66666 0.02658 -4.61915 0.48 -0.26 0.12
C 2.01654 4.27510 -1.54809 -0.08 1.68 0.11
N 3.14913 5.14772 -2.14544 -1.58 -0.45 0.39
C 2.67489 5.70993 -3.48712 -0.13 0.17 0.86
C 3.47243 6.31334 -1.12518 -0.32 -1.25 -0.48
C 4.36735 4.29674 -2.42659 0.78 0.75 0.71
C 4.86286 3.28706 -1.36010 -0.69 -0.14 -0.77
O 5.20701 3.82837 -0.08698 0.09 -0.16 -0.62
H 1.63914 3.55986 -2.27891 0.72 -0.35 0.25
H 1.16894 4.91734 -1.30892 0.09 0.42 -0.12
H 2.32251 3.95858 -0.55094 0.21 -0.61 -0.39
H 3.47173 6.33367 -3.89220 -0.16 0.03 0.04
H 1.76323 6.27465 -3.29203 0.26 0.28 0.07
H 2.39987 4.93146 -4.19877 0.43 -0.29 0.36
H 4.30724 6.91917 -1.47753 -0.04 -0.31 -0.24
H 3.72011 5.80773 -0.19184 0.05 0.16 -0.12
H 2.59899 6.94318 -0.95634 -0.15 -0.33 -0.23
H 5.07266 5.11449 -2.57467 0.75 -0.49 -0.05
H 4.25156 3.78744 -3.38331 -0.35 -0.17 0.21
H 5.72151 2.77028 -1.78877 0.36 0.46 -0.39
H 4.19863 2.43109 -1.24093 -0.74 0.29 -0.05
H 5.95845 3.26431 0.10997 0.25 0.32 0.83
C 3.57785 3.60869 3.17780 1.28 -0.49 0.27
N 4.56446 3.45812 4.30123 0.07 0.52 0.23
C 5.95144 4.00531 3.85933 -1.22 -1.16 0.13
C 4.00085 4.28701 5.46778 1.12 -0.23 0.08
C 4.66956 1.97137 4.78494 0.59 -0.04 0.30
C 5.56357 1.05408 3.93881 1.09 0.42 0.69
O 5.08966 0.87149 2.67073 -0.38 1.54 -1.76
H 3.97842 3.12864 2.28494 -0.16 -0.33 0.17
H 3.55827 4.67962 2.97574 -0.99 -0.16 0.14
H 2.73851 3.06479 3.61113 -0.68 0.76 -0.82
H 6.02530 5.08776 3.75467 -0.62 -0.04 0.41
H 6.04456 3.57686 2.86141 0.63 -0.11 0.22
H 6.65542 3.62380 4.59890 0.19 0.16 -0.36
H 3.47969 5.20094 5.18278 0.07 -0.26 -0.65
H 4.89325 4.59276 6.01390 -0.28 -0.15 0.46
H 3.33232 3.67950 6.07778 0.19 -0.06 -0.12
H 3.69027 1.50029 4.86974 -0.36 0.60 -0.30
H 5.03617 2.05325 5.80817 0.28 -0.05 -0.05
H 5.78821 0.06280 4.33253 -0.64 0.06 1.01
H 6.56161 1.49143 3.91162 0.17 0.26 -0.22
H 4.73635 -0.01764 2.59181 -0.38 -1.55 0.13
C 1.99421 1.25648 1.10074 -1.96 0.33 -0.70
N 0.69055 0.47087 0.94447 -0.28 -0.80 1.07
C 1.06455 -0.98184 0.56353 -1.57 0.38 1.62
C -0.05011 0.54913 2.37820 0.35 -0.58 -1.76
C -0.27065 1.03199 -0.12097 0.01 0.21 -0.74
C -1.37233 0.05590 -0.61222 1.70 0.40 -1.26
O -2.27553 -0.25034 0.35473 -0.83 0.63 1.76
H 1.55776 2.19905 1.43117 0.87 0.52 0.13
H 2.43365 1.34506 0.10719 0.09 0.04 0.02
H 2.68446 0.79024 1.80378 -0.32 -0.09 0.06
H 1.73985 -1.34162 1.33982 0.64 0.20 -0.42
H 1.33458 -1.09887 -0.48599 0.36 0.44 0.26
H 0.17117 -1.58059 0.74092 -0.22 0.02 -0.32
H -0.28308 1.58659 2.61800 0.42 0.19 -0.36
H 0.58248 0.09270 3.13952 0.11 -0.08 -0.24
H -0.99767 0.03078 2.23142 0.17 -0.18 0.06
H 0.33007 1.36240 -0.96836 0.38 -0.69 -0.29
H -0.71263 1.99612 0.13040 0.01 -0.14 1.19
H -0.90671 -0.81852 -1.06687 0.05 -0.36 0.27
H -1.86361 0.48337 -1.48630 0.08 0.69 -0.01
H -2.49474 -1.18417 0.31582 -0.04 -1.00 -0.39
O 1.22720 5.65915 3.46110 -0.21 -0.24 1.64
C 0.65908 5.38722 2.29740 0.24 1.01 -6.29
O 0.89029 6.13682 1.31807 0.75 0.77 0.90
O 0.01341 4.33409 2.09586 -0.83 -1.94 2.08
H 0.75462 4.96540 3.92690 0.21 -0.24 1.39
O -3.25827 -4.85903 -0.39525 -0.15 -1.11 1.13
C -2.71051 -3.74602 -0.89896 -0.33 3.63 -2.18
O -2.27754 -2.87591 -0.12100 0.64 -0.62 2.48
O -2.80854 -3.46292 -2.11279 -0.53 -1.67 -0.78
H -3.70110 -5.34992 -1.09134 0.22 -0.07 -0.44
O 2.17009 2.48488 -4.57623 0.62 1.60 -1.25
C 1.99602 1.45346 -3.74295 1.90 -0.33 1.59
O 0.84787 1.08856 -3.60249 -3.35 -1.11 0.08
O 2.97528 1.05465 -3.11577 1.42 -0.36 0.25
H 1.26571 2.74403 -4.76740 -0.19 0.21 -0.44
O 2.54886 -1.90791 3.93953 -1.64 0.54 0.08
C 3.75129 -2.38893 3.57947 2.97 -3.29 1.46
O 4.42199 -1.72723 2.79362 0.50 2.48 -2.22
O 4.16431 -3.45578 4.11066 -1.66 1.02 -0.30
H 2.23891 -2.62783 4.49383 -0.35 -0.11 0.47
```
Forces are in eV/Å.

Values from the calculation:
net charge	+3
E_LUMO (spin up / spin down)	-4.940 / -4.984	eV
<S²>	0.751
molecular weight	1153.6	Da
spin multiplicity	2
HOMO energy (spin up / spin down)	-0.2621 / -0.4628	hartree



(4)
The following is a DFT calculation (ωB97M-V with the def2-TZVPD basis set) of the molecule CH3NO3S at a distorted geometry.

```
9
Properties=species:S:1:pos:R:3:forces:R:3
C 0.67303 -0.29630 -1.28995 0.67 1.71 0.91
N 2.58413 -3.56860 -0.61889 1.97 -0.17 -5.57
O 2.96298 -4.07427 0.31150 0.33 -1.32 5.23
O -1.16778 -1.52101 -0.46910 2.14 -1.76 1.81
O 1.51644 -2.88631 -0.80672 -3.20 2.34 -0.29
S 0.29263 -1.55300 -0.00619 -2.73 1.47 -1.78
H 1.71529 -0.25048 -1.60213 -0.16 -0.79 -0.77
H -0.21068 -0.35506 -1.99916 1.64 -0.14 0.61
H 0.65909 0.72841 -0.78416 -0.66 -1.33 -0.15
```
Forces are in eV/Å.

Values from the calculation:
E_LUMO (spin up / spin down)	-1.081 / -1.080	eV
molecular weight	109.1	Da
ΔE to the lowest compared entry with this formula, charge and spin	5.891	eV
HOMO energy (spin up / spin down)	-0.3306 / -0.3306	hartree



> Which of these has the highest molecular weight?

C52H128N8O18